The following is a DFT calculation (ωB97M-V with the def2-TZVPD basis set) of a molecular structure, C10H31O11Tl.

Element x y z (Å)
Tl -9.1111 2.9273 -3.2088
O -11.0854 1.9110 -4.9483
H -11.5088 2.6238 -5.4652
C -10.0576 5.0518 -6.1616
C -8.5549 5.0386 -6.5012
O -8.0166 3.7644 -6.0821
O -10.3010 5.2672 -4.7957
H -10.4507 4.0748 -6.4429
H -10.4864 5.7912 -6.8380
H -8.0548 5.7697 -5.8659
H -8.2814 5.2543 -7.5340
H -7.2536 3.5916 -6.6384
H -11.0393 5.8782 -4.7375
C -13.9999 2.4130 -6.5220
C -12.8997 2.9063 -7.5303
O -11.7904 2.0447 -7.5089
O -13.5754 2.7796 -5.2249
H -14.0496 1.3242 -6.5119
H -14.9551 2.9249 -6.6388
H -12.5060 3.9126 -7.3878
H -13.3429 2.9738 -8.5238
H -11.4380 2.0478 -6.6159
H -12.7710 2.3202 -4.9729
C -12.2533 -1.3372 -4.5903
C -12.4550 -1.5445 -6.0939
O -11.4127 -0.8586 -6.8377
O -12.5745 -0.0410 -4.1660
H -11.2718 -1.7060 -4.2923
H -12.8799 -1.9654 -3.9572
H -13.4194 -1.1483 -6.4115
H -12.5711 -2.6214 -6.2162
H -11.7947 -0.0009 -7.0378
H -11.9880 0.6363 -4.5110
C -12.6814 5.4733 -2.9500
C -13.4032 6.2530 -4.0744
O -12.5077 6.8567 -4.9989
O -12.1940 4.2134 -3.2466
H -13.5397 5.4209 -2.2802
H -11.8886 6.0365 -2.4575
H -14.0784 7.0097 -3.6750
H -14.0357 5.7118 -4.7781
H -12.8146 7.7458 -5.1908
H -12.8702 3.7221 -3.7188
C -7.9336 -0.0140 -5.7108
C -8.0110 -1.2648 -6.7179
O -8.9081 -0.9062 -7.8295
O -8.9175 0.0818 -4.7430
H -7.8396 0.9401 -6.2294
H -6.9078 -0.0443 -5.3435
H -8.4439 -2.1063 -6.1769
H -7.0529 -1.4629 -7.1984
H -9.7845 -0.6483 -7.5344
H -9.7130 0.4677 -5.1169

For the gap between HOMO and LUMO, the calculation gives 2.63 eV. The total charge is +2. The HOMO energy is -15.42 eV. As for the maximum force: 3.23 eV/A.